(1)
Below is a 2-piece molecular cluster, C4H10S overall, with properties calculated with ωB97M-V with the def2-TZVPD basis set.

Atoms and positions in Å:
C -0.33 -0.90 1.41
C -0.52 -1.80 0.46
C 0.33 -2.07 -0.75
H -1.06 -0.79 2.20
H 0.59 -0.33 1.47
H -1.40 -2.43 0.56
H 0.52 -1.21 -1.39
H 1.27 -2.58 -0.54
H -0.25 -2.72 -1.40
C 0.48 2.76 -0.59
S -1.07 1.82 -0.36
H 0.41 3.15 -1.60
H 0.55 3.58 0.12
H 1.32 2.09 -0.46
H -0.84 1.44 0.88

Output
Maximum force in eV/A: 0.85
Electronic energy in eV: -15144.239
Spin multiplicity: 1
SMILES string: C=CC.CS
Energy above the lowest of the compared OMol25 structures with the same formula, charge and spin in kcal per mole: 26.0

---

(2)
Below is a 2-piece molecular cluster, C8H15N2O2S overall at a distorted geometry, with properties calculated with ωB97M-V with the def2-TZVPD basis set.

Atoms and positions in Å:
C 1.49 0.21 -1.24
C -1.94 -0.51 1.63
C -1.64 0.80 1.62
C -1.16 -1.33 -0.47
C 2.18 3.45 -2.46
C 0.25 -2.06 2.62
C 2.25 1.96 -2.91
C -0.66 -2.67 1.51
N 1.49 1.04 -2.09
N -1.21 -1.50 0.80
O 1.26 -0.77 -0.62
O -2.92 -1.03 2.42
S -1.95 -0.04 -1.36
H -2.20 1.60 2.17
H -0.76 1.13 1.14
H -0.61 -2.11 -1.14
H 1.20 3.78 -2.51
H 2.32 3.55 -1.42
H 2.90 4.11 -3.09
H 0.78 -1.15 2.33
H -0.36 -1.62 3.38
H 0.94 -2.67 3.20
H 1.98 1.98 -3.98
H 3.26 1.49 -2.83
H -1.43 -3.32 1.99
H -0.19 -3.35 0.85
H -3.49 -0.37 2.93
H -1.76 -0.61 -2.48

Output
Maximum force in eV/A: 2.76
Charge: +1
Electronic energy in eV: -26440.979
Spin multiplicity: 1
Energy above the lowest of the compared OMol25 structures with the same formula, charge and spin in kcal per mole: 12.1

---

(3)
Below is a 2-piece molecular cluster, C30H33N3O6 overall at a distorted geometry, with properties calculated with ωB97M-V with the def2-TZVPD basis set.

Atoms and positions in Å:
C 4.47 1.38 0.95
C 4.48 0.94 -0.50
C 5.91 0.72 -1.03
O 3.87 -0.36 -0.66
C 2.51 -0.42 -0.51
O 1.99 -1.52 -0.41
C 1.80 0.88 -0.61
C 0.36 0.68 -0.42
C 0.13 0.36 1.06
C 0.53 1.31 2.00
C 0.25 1.14 3.35
C -0.24 -0.11 3.78
N -0.51 -0.27 5.16
O -0.90 -1.38 5.60
O -0.35 0.73 5.91
C -0.48 -1.15 2.85
C -0.33 -0.89 1.50
C 2.46 1.65 -1.63
O 1.98 2.04 -2.67
O 3.80 1.88 -1.36
H 3.45 1.54 1.32
H 4.96 0.60 1.54
H 5.04 2.31 1.05
H 5.86 0.39 -2.07
H 6.50 1.63 -0.96
H 6.38 -0.07 -0.44
H -0.16 1.58 -0.73
H 0.03 -0.18 -1.02
H 1.05 2.21 1.67
H 0.42 1.93 4.08
H -0.80 -2.12 3.22
H -0.52 -1.68 0.76
C 1.79 6.04 5.75
N 1.32 6.81 4.61
C 1.59 8.24 4.67
C 0.99 6.21 3.43
C 0.27 4.97 3.42
C 0.01 4.36 2.21
C 0.65 4.79 1.01
C 0.58 4.01 -0.18
C 0.88 4.60 -1.45
C -0.12 4.77 -2.45
C 0.13 5.48 -3.60
C 1.45 5.94 -3.89
N 1.79 6.45 -5.11
C 0.86 7.12 -6.00
C 3.18 6.67 -5.43
C 2.46 5.76 -2.90
C 2.18 5.12 -1.72
C 1.24 6.09 1.03
C 1.33 6.81 2.20
H 1.45 5.00 5.66
H 2.90 6.04 5.79
H 1.40 6.49 6.67
H 0.75 8.79 4.23
H 1.72 8.54 5.72
H 2.50 8.51 4.12
H -0.11 4.55 4.36
H -0.68 3.52 2.17
H -0.11 3.18 -0.15
H -1.10 4.33 -2.27
H -0.67 5.62 -4.32
H -0.16 6.80 -5.79
H 0.92 8.22 -5.89
H 1.12 6.87 -7.03
H 3.78 5.78 -5.18
H 3.28 6.85 -6.50
H 3.61 7.52 -4.88
H 3.47 6.13 -3.09
H 2.96 4.97 -0.98
H 1.60 6.52 0.11
H 1.75 7.82 2.18

Output
Maximum force in eV/A: 2.96
Electronic energy in eV: -48394.845
Spin multiplicity: 1
Energy above the lowest of the compared OMol25 structures with the same formula, charge and spin in kcal per mole: 151.2

---

(4)
Below is C24H30BN10OTeTi as an isolated structure, with properties calculated with ωB97M-V with the def2-TZVPD basis set.

Atoms and positions in Å:
Ti -0.80 1.19 -0.56
C -1.43 -2.61 -1.66
C -0.41 -2.31 -0.60
C 0.30 -3.28 0.10
C 1.13 -2.57 0.94
N 0.92 -1.27 0.74
N -0.03 -1.08 -0.22
B 1.64 -0.03 1.34
N 2.24 0.75 0.14
C 3.51 0.86 -0.27
C 3.54 1.61 -1.41
C 2.20 1.93 -1.67
C 1.71 2.77 -2.80
N 1.42 1.38 -0.74
N 0.62 0.83 2.12
C 0.66 1.14 3.43
C -0.47 1.86 3.73
C -1.18 1.97 2.53
C -2.48 2.66 2.31
N -0.50 1.35 1.56
N 2.72 -0.41 2.36
C 3.84 0.26 2.72
C 4.34 -0.33 3.85
C 3.44 -1.37 4.14
C 3.48 -2.35 5.27
N 2.46 -1.40 3.25
H -1.69 -3.67 -1.60
H -1.04 -2.43 -2.67
H -2.34 -2.03 -1.55
H 0.21 -4.35 0.01
H 1.84 -2.90 1.68
H 4.31 0.35 0.24
H 4.40 1.90 -1.99
H 2.49 2.84 -3.56
H 1.46 3.77 -2.45
H 0.80 2.38 -3.25
H 1.47 0.81 4.06
H -0.76 2.26 4.69
H -2.84 3.06 3.25
H -3.22 1.97 1.90
H -2.36 3.46 1.58
H 4.16 1.15 2.21
H 5.22 -0.04 4.40
H 4.35 -2.17 5.90
H 3.52 -3.37 4.90
H 2.59 -2.26 5.90
C -4.39 -1.28 0.43
C -3.66 -0.29 -0.43
O -2.70 0.34 0.01
N -4.10 -0.15 -1.69
C -3.52 0.79 -2.65
C -2.28 0.29 -3.35
C -2.33 -0.10 -4.68
C -1.17 -0.51 -5.32
C 0.01 -0.54 -4.60
C -0.02 -0.14 -3.27
N -1.13 0.28 -2.65
H -4.20 -1.03 1.48
H -3.99 -2.28 0.24
H -5.46 -1.28 0.24
H -4.86 -0.74 -1.99
H -3.25 1.72 -2.13
H -4.29 1.02 -3.39
H -3.27 -0.07 -5.21
H -1.19 -0.81 -6.36
H 0.94 -0.85 -5.04
H 0.88 -0.16 -2.67
Te -1.43 3.55 -1.23

Output
Maximum force in eV/A: 0.27
Electronic energy in eV: -73414.715
Spin multiplicity: 2